Computed, not measured: C36H40BN12O2Ti as an isolated structure, with ωB97M-V with the def2-TZVPD basis set.

Output
energy above the lowest of the compared OMol25 structures with the same formula, charge and spin = 0.333 eV
lowest unoccupied orbital energy (spin up / spin down) = -11.7 / -13.5 eV
frontier orbital gap (spin up / spin down) = 5.835 / 4.046 eV
2S+1 = 2
expectation value of S² = 0.776
net charge = +4

Each line ends with the Mulliken spin population.
CARTESIAN COORDINATES (ANGSTROEM)
Ti 0.02990 0.49602 -0.15865  -0.01
C 7.01036 -0.44238 -1.43749  0.00
C 5.51072 -0.39624 -1.43959  0.00
C 4.78860 -0.25122 -2.61502  0.00
C 3.37969 -0.23475 -2.66243  0.00
C 2.82180 -0.05080 -3.97724  0.00
N 1.71825 -0.50108 -4.48041  0.00
C 0.78575 -1.46732 -3.90762  0.00
C 0.55568 -2.62465 -4.88185  0.00
C -0.42764 -3.65096 -4.32036  0.00
N 0.14927 -4.28233 -3.11915  0.01
C -0.27599 -4.22130 -1.91678  0.01
C -1.54424 -3.61909 -1.47637  0.06
C -2.74611 -4.22275 -1.70535  0.15
C -3.93764 -3.74247 -1.08712  0.17
C -5.23216 -4.42342 -1.32273  -0.01
C -3.83486 -2.67099 -0.17740  0.08
C -2.65241 -2.01080 0.03838  0.09
C -2.49382 -1.10147 1.16385  -0.03
N -1.50008 -0.33466 1.39313  0.06
C -1.33152 -0.02740 2.82625  -0.01
C -0.12666 -0.83939 3.27615  0.01
C 1.23351 -0.36206 2.80388  0.00
N 1.46124 -0.16857 1.32085  0.00
C 2.70875 -0.36711 1.02795  0.00
C 3.37921 -0.33680 -0.24341  0.00
C 4.77614 -0.44507 -0.26314  0.00
C 2.65228 -0.24705 -1.44094  0.00
O 1.34709 -0.11856 -1.38091  0.00
C -1.45810 -2.41260 -0.66641  0.08
O -0.39303 -1.75237 -0.63959  0.22
H 7.39619 -0.83598 -2.37562  0.00
H 7.38364 -1.06501 -0.62639  0.00
H 7.42103 0.55974 -1.30142  0.00
H 5.33631 -0.16731 -3.54818  0.00
H 3.42648 0.52422 -4.67478  0.00
H 1.50958 -0.20630 -5.43097  0.00
H -0.14945 -0.94450 -3.69776  0.00
H 1.19536 -1.80588 -2.95989  0.00
H 1.50156 -3.11259 -5.13141  0.00
H 0.13693 -2.26254 -5.82330  0.00
H -0.61156 -4.44355 -5.04575  0.00
H -1.37965 -3.20274 -4.04159  0.00
H 1.01521 -4.79811 -3.27703  0.00
H 0.35472 -4.68275 -1.15849  0.01
H -2.81842 -5.11389 -2.31982  0.00
H -5.25904 -4.94572 -2.27739  0.00
H -6.07213 -3.73322 -1.25051  0.01
H -5.38471 -5.17970 -0.53940  0.05
H -4.72474 -2.37849 0.36980  0.01
H -3.23979 -1.25254 1.94690  0.01
H -2.21200 -0.36046 3.37705  0.00
H -1.21706 1.03541 2.99561  0.00
H -0.28134 -1.88478 2.99662  0.00
H -0.08509 -0.82263 4.36766  0.00
H 1.96090 -1.09606 3.14873  0.00
H 1.48010 0.57182 3.29998  0.00
H 3.38123 -0.60177 1.85419  0.00
H 5.30092 -0.53757 0.68225  0.00
C -3.68103 0.45309 -2.37482  0.02
C -2.44124 -0.08968 -2.11524  0.04
N -1.72514 0.71127 -1.30207  0.00
N -2.51591 1.79653 -1.05529  0.01
C -3.68978 1.65158 -1.67532  0.00
B -1.86376 3.09086 -0.48243  0.00
N -0.50586 3.22459 -1.25030  0.00
C -0.02908 4.29530 -1.89512  0.00
C 1.27024 4.02423 -2.29958  0.00
C 1.50997 2.73180 -1.87119  0.00
N 0.42521 2.24642 -1.23797  0.00
N -1.43765 2.83533 1.01017  0.00
C -1.57469 3.68311 2.05024  0.00
C -0.45868 3.60117 2.85768  0.00
C 0.34885 2.65407 2.23900  0.00
N -0.26426 2.15160 1.16450  0.00
N -2.68383 4.31604 -0.70186  0.00
C -2.52107 5.58430 -0.19725  0.00
C -3.12922 6.46288 -1.04284  0.00
C -3.64520 5.65245 -2.08188  0.00
N -3.33752 4.38895 -1.90392  0.00
H -4.46516 0.07011 -3.00440  0.00
H -2.01649 -1.00427 -2.48952  -0.04
H -4.43304 2.42730 -1.62736  0.00
H -0.64155 5.17415 -2.02396  0.00
H 1.94013 4.68002 -2.82746  0.00
H 2.40977 2.15135 -1.96904  0.00
H -2.45358 4.29899 2.13932  0.00
H -0.24958 4.16205 3.75227  0.00
H 1.33269 2.33058 2.52100  0.00
H -1.98698 5.78284 0.71478  0.00
H -3.22318 7.52736 -0.91791  0.00
H -4.20973 5.95122 -2.95081  0.00